No. 1
58
Properties=species:S:1:pos:R:3:forces:R:3:mulliken_spin:R:1 method="wB97M-V/def2-TZVPD" homo_lumo_gap_ha="0.20908 / 0.17774" molar_mass_g_mol=684.04 multiplicity=2 e_lumo_ev="-0.21 / -0.22" e_above_lowest_ev=0.019
V 0.34778 1.47556 0.23911 0.1 0.0 0.0 1.140
S 1.54103 -1.06364 3.80159 0.0 0.0 0.0 -0.004
C -0.08294 -0.59541 4.10131 0.0 0.1 0.0 -0.001
C -0.57716 0.21397 3.12483 0.0 -0.1 0.0 -0.010
C 0.34225 0.48182 2.05647 0.1 -0.1 0.0 -0.031
C 1.53622 -0.16070 2.32299 0.0 0.0 0.0 0.000
C 2.59962 -0.11616 1.36040 0.0 0.0 0.0 -0.057
C 3.83395 -0.76889 1.46162 0.0 0.0 0.0 0.011
C 4.74648 -0.65928 0.43925 0.0 0.0 0.0 -0.019
C 4.42384 0.10995 -0.68074 0.0 0.0 0.0 0.011
C 3.19647 0.73045 -0.71383 0.0 0.0 0.0 -0.026
N 2.29322 0.62993 0.27172 0.0 0.0 0.0 -0.023
H -0.58533 -0.94942 4.98852 0.0 0.0 0.0 0.000
H -1.59232 0.58911 3.14979 0.0 0.0 0.0 0.001
H 4.04788 -1.36074 2.34204 0.0 0.0 0.0 0.000
H 5.70139 -1.16521 0.50132 0.0 0.0 0.0 -0.002
H 5.11160 0.22395 -1.50665 0.0 0.0 0.0 0.000
H 2.90082 1.34619 -1.55691 0.0 0.0 0.0 -0.002
N -2.39052 2.84769 -2.76937 0.0 0.0 0.0 0.001
C -2.19859 1.38147 -2.42630 0.0 0.0 0.0 -0.002
C -3.00017 0.50242 -3.36642 0.0 0.0 0.0 0.000
P -0.35817 1.16774 -2.45774 0.0 0.0 0.0 -0.005
O -0.03638 0.68153 -3.95156 0.0 0.0 0.0 0.000
O 0.13739 2.56514 -2.21409 0.0 0.0 0.0 0.004
O 0.05263 0.11829 -1.47216 0.0 0.0 0.0 0.015
P -2.75784 1.19694 -0.65391 0.0 0.0 0.0 0.004
O -4.03750 2.22638 -0.70664 0.0 0.0 0.0 0.000
O -1.71582 1.92636 0.15165 0.0 0.0 0.0 -0.003
O -3.21833 -0.17424 -0.40406 0.0 0.0 0.0 0.000
H -2.46247 2.98472 -3.77627 0.0 0.0 0.0 0.000
H -1.51227 3.30399 -2.43431 0.0 0.0 0.0 0.000
H -3.22737 3.20528 -2.29866 0.0 0.0 0.0 0.000
H -2.68883 0.63959 -4.40445 0.0 0.0 0.0 0.000
H -4.07132 0.69645 -3.27724 0.0 0.0 0.0 0.000
H -2.83740 -0.53880 -3.09188 0.0 0.0 0.0 0.000
H 0.32798 -0.21292 -3.95324 0.0 0.0 0.0 0.000
H -4.84699 1.72520 -0.54921 0.0 0.0 0.0 0.000
S 1.66387 3.47949 0.81084 0.0 0.0 0.0 -0.014
C 0.79074 4.87653 0.46615 -0.1 0.0 0.0 0.003
N 1.44654 6.07265 0.46858 0.0 0.0 0.0 0.003
C 0.86920 7.28186 0.25255 0.0 0.0 0.0 0.000
C -0.45988 7.36592 0.00586 0.0 0.0 0.0 0.002
C -1.20401 6.16025 -0.00978 0.0 0.0 0.0 0.000
C -0.60762 4.95529 0.20574 0.0 0.0 0.0 0.000
H 2.43891 6.01927 0.65677 0.0 0.0 0.0 -0.001
H 1.52935 8.13544 0.29338 0.0 0.0 0.0 0.000
H -0.92363 8.32567 -0.15982 0.0 0.0 0.0 0.000
H -2.27315 6.20110 -0.17988 0.0 0.0 0.0 0.000
H -1.16586 4.02851 0.22404 0.0 0.0 0.0 0.004
C -1.33838 -2.98751 -1.10352 0.0 0.0 0.0 0.000
Te 0.04946 -2.89567 0.51265 0.0 0.0 0.0 0.000
C 0.38989 -5.00747 0.50228 0.0 0.0 0.0 0.000
H -2.03410 -3.80588 -0.92935 0.0 0.0 0.0 0.000
H -0.81926 -3.12603 -2.04954 0.0 0.0 0.0 0.000
H -1.88430 -2.04733 -1.09265 0.0 0.0 0.0 0.000
H 0.81337 -5.32118 -0.44893 0.0 0.0 0.0 0.000
H -0.54001 -5.53828 0.69318 0.0 0.0 0.0 0.000
H 1.09723 -5.23107 1.29898 0.0 0.0 0.0 0.000

***

No. 2
49
Properties=species:S:1:pos:R:3:forces:R:3:mulliken_spin:R:1 method="wB97M-V/def2-TZVPD" homo_lumo_gap_ha="0.22934 / 0.23068" molar_mass_g_mol=503.35 multiplicity=5 e_lumo_ev="-1.52 / -1.66" e_above_lowest_ev=0.000
Mn 0.02141 -0.15962 -0.00132 -0.7 -0.1 0.1 4.158
O -2.57358 -3.65201 4.23373 0.0 0.0 0.0 0.007
C -2.06477 -2.97193 3.38898 -0.2 -0.2 0.2 0.000
C -2.28762 -3.10701 1.88015 -0.1 -0.1 -0.4 -0.004
O -3.02541 -3.88978 1.33444 0.1 0.0 0.1 0.007
C -1.41504 -2.08170 1.29019 0.6 0.5 0.8 -0.042
C -0.70395 -1.40344 2.28316 -0.9 -0.8 -0.7 0.057
O 0.13573 -0.48532 1.87653 0.7 0.4 0.5 0.038
C -1.08108 -1.83144 3.62108 0.4 0.4 0.2 0.000
O -0.72463 -1.39295 4.69427 0.0 -0.1 -0.1 0.005
O -1.20746 -1.74095 0.05611 0.1 0.3 -0.6 0.020
C 0.30695 -0.46783 -4.25816 0.0 0.1 0.0 -0.025
C -0.42279 0.63469 -4.67972 0.0 0.0 0.0 0.035
C -0.99843 1.48096 -3.74761 0.0 0.0 0.0 -0.025
C -0.84265 1.23440 -2.38491 0.2 -0.2 0.2 -0.052
C -0.10510 0.12379 -1.94377 -0.1 0.1 -0.8 -0.205
C 0.45730 -0.71460 -2.90184 0.1 -0.1 0.3 -0.045
C -1.42822 2.08694 -1.33586 0.0 0.0 0.4 -0.011
C -2.27243 3.17943 -1.62203 -0.1 0.1 -0.1 0.000
C -2.81385 3.90873 -0.60817 0.1 -0.1 0.0 0.004
C -2.51583 3.57300 0.72828 0.1 -0.2 -0.1 0.001
C -3.06387 4.27593 1.82236 0.0 0.0 0.1 0.002
C -2.75073 3.92038 3.10283 -0.1 0.1 0.0 0.000
C -1.85240 2.86120 3.33346 0.0 0.0 -0.1 0.001
C -1.29846 2.17024 2.29114 0.1 -0.1 0.1 -0.009
C -1.63391 2.48652 0.95703 -0.2 0.2 0.2 -0.020
N -1.11654 1.75904 -0.08257 0.2 -0.2 -0.2 0.047
H 0.75128 -1.13448 -4.98579 0.0 0.0 0.0 -0.001
H -0.54964 0.83040 -5.73638 0.0 0.0 0.0 0.002
H -1.57098 2.32930 -4.09788 0.0 0.0 0.0 0.000
H 1.01600 -1.58933 -2.58347 0.0 0.0 0.0 0.005
H -2.49744 3.42202 -2.64940 0.0 0.0 0.0 -0.001
H -3.47102 4.74660 -0.80648 0.0 0.0 0.0 0.000
H -3.73903 5.09824 1.61841 0.0 0.0 0.0 0.000
H -3.18492 4.45211 3.93900 0.0 0.0 0.0 0.000
H -1.60015 2.58404 4.34846 0.0 0.0 0.0 0.000
H -0.60028 1.36988 2.48707 0.0 0.0 0.0 0.013
N 7.51093 0.18444 0.05280 0.0 0.0 0.0 0.003
C 6.36453 0.13690 0.01438 0.3 0.0 0.0 -0.002
C 4.93624 0.07799 -0.03071 -0.6 0.0 0.0 0.003
C 4.20626 0.98716 -0.79459 0.3 0.0 0.0 -0.004
C 2.83288 0.88418 -0.81434 -0.3 0.0 -0.1 0.026
N 2.16107 -0.04671 -0.12734 0.2 0.0 0.2 0.015
C 2.86426 -0.91174 0.61335 -0.2 -0.1 0.1 0.008
C 4.24138 -0.89169 0.68734 0.3 0.1 -0.1 -0.010
H 4.70622 1.75642 -1.36466 0.0 0.0 0.0 0.000
H 2.23498 1.56094 -1.41113 0.0 0.0 0.0 -0.003
H 2.29758 -1.64222 1.17566 0.0 0.1 0.0 0.002
H 4.76764 -1.61166 1.29659 0.0 0.0 0.0 0.000

***

No. 3
14
Properties=species:S:1:pos:R:3:forces:R:3:nbo_charge:R:1 method="wB97M-V/def2-TZVPD" homo_lumo_gap_ha=0.30084 molar_mass_g_mol=146.24 e_lumo_ev=0.33 e_above_lowest_ev=6.198
C -0.49610 1.07701 -2.69945 0.9 0.9 -0.9 -0.381
C -0.94366 -0.32698 -2.65638 -0.5 0.7 1.4 -0.370
C -0.78541 1.19813 -1.24797 0.4 -0.5 -0.2 -0.266
C -1.32891 -0.22412 -1.18337 -0.7 -0.1 1.2 -0.413
C 0.48135 -0.64610 2.18000 -0.6 0.0 2.2 -0.260
O -0.24938 0.11821 1.29575 -0.7 1.2 -3.0 -0.640
S -2.02723 0.72271 -3.53422 -1.4 0.4 -0.8 0.200
S 0.26660 -0.10825 -0.33910 -0.9 1.5 1.1 0.855
H 0.20739 1.54781 -3.37547 0.4 0.0 0.4 0.243
H -0.49955 -1.11612 -3.10593 1.2 -2.4 -1.4 0.227
H -1.08128 2.14594 -0.82829 0.1 -0.2 1.0 0.241
H -0.15580 -0.65068 3.15273 1.4 0.0 -1.5 0.209
H 1.47796 -0.20929 2.33068 -0.1 -0.4 0.3 0.177
H 0.49846 -1.63063 1.77404 0.5 -1.2 0.3 0.177

***

Here are the calculated energy numbers, same order: -109061.60045 -73217.04591 -28993.75773 (eV).